{
  "formula": "C50H38N2O2PdS2Se",
  "method": "wB97M-V/def2-TZVPD",
  "species": ["Pd", "C", "C", "C", "C", "C", "C", "C", "S", "O", "C", "C", "C", "C", "C", "C", "C", "C", "C", "C", "C", "C", "C", "C", "C", "C", "C", "C", "C", "C", "S", "O", "C", "C", "C", "C", "C", "C", "C", "H", "H", "H", "H", "H", "H", "H", "H", "H", "H", "H", "H", "H", "H", "H", "H", "H", "H", "H", "H", "H", "H", "H", "H", "H", "H", "C", "C", "C", "C", "N", "C", "C", "C", "C", "C", "C", "C", "H", "H", "H", "H", "H", "H", "H", "H", "Se", "C", "C", "C", "N", "C", "C", "H", "H", "H", "H"],
  "positions_angstrom": [[-0.274, -0.782, 1.144], [-1.978, 7.576, -0.309], [-1.825, 6.113, 0.020], [-2.190, 5.138, -0.913], [-2.063, 3.793, -0.626], [-1.569, 3.411, 0.617], [-1.187, 4.354, 1.552], [-1.322, 5.706, 1.249], [-1.302, 1.684, 1.011], [-0.801, 1.133, -0.321], [-3.050, 1.201, 1.249], [-3.927, 2.211, 1.726], [-5.202, 1.920, 2.083], [-5.708, 0.611, 1.938], [-7.046, 0.300, 2.304], [-7.552, -0.946, 2.101], [-6.750, -1.934, 1.480], [-5.457, -1.668, 1.140], [-4.870, -0.394, 1.404], [-3.487, -0.101, 1.118], [-2.658, -1.265, 0.606], [-2.553, -2.492, 1.366], [-2.833, -2.555, 2.755], [-2.755, -3.729, 3.437], [-2.398, -4.931, 2.777], [-2.163, -4.917, 1.438], [-2.251, -3.706, 0.702], [-2.075, -3.710, -0.698], [-2.139, -2.557, -1.412], [-2.463, -1.353, -0.764], [-2.787, 0.023, -1.935], [-1.801, -0.194, -3.035], [-4.366, -0.562, -2.562], [-4.401, -1.311, -3.730], [-5.626, -1.704, -4.245], [-6.823, -1.350, -3.619], [-8.148, -1.784, -4.196], [-6.762, -0.575, -2.464], [-5.541, -0.169, -1.940], [-3.029, 7.874, -0.265], [-1.620, 7.792, -1.317], [-1.425, 8.201, 0.391], [-2.573, 5.446, -1.881], [-2.322, 3.036, -1.358], [-0.800, 4.037, 2.518], [-1.024, 6.451, 1.978], [-3.568, 3.224, 1.835], [-5.846, 2.697, 2.484], [-7.657, 1.082, 2.740], [-8.567, -1.179, 2.396], [-7.169, -2.909, 1.265], [-4.879, -2.432, 0.636], [-3.107, -1.654, 3.277], [-2.953, -3.737, 4.501], [-2.324, -5.856, 3.336], [-1.917, -5.830, 0.907], [-1.894, -4.656, -1.199], [-1.971, -2.539, -2.483], [-3.471, -1.550, -4.234], [-5.658, -2.288, -5.159], [-8.154, -1.690, -5.283], [-8.966, -1.186, -3.798], [-8.353, -2.830, -3.959], [-7.681, -0.272, -1.972], [-5.511, 0.462, -1.056], [2.015, -4.679, -0.019], [3.114, -4.521, 0.812], [3.296, -3.317, 1.463], [2.367, -2.296, 1.282], [1.264, -2.484, 0.549], [1.114, -3.635, -0.106], [2.551, -0.913, 1.745], [3.772, -0.465, 2.246], [3.986, 0.877, 2.499], [2.977, 1.788, 2.223], [1.741, 1.348, 1.770], [1.516, 0.001, 1.548], [1.855, -5.585, -0.589], [3.833, -5.321, 0.939], [4.153, -3.165, 2.105], [0.236, -3.717, -0.732], [4.575, -1.169, 2.427], [4.941, 1.212, 2.886], [3.141, 2.847, 2.381], [0.966, 2.079, 1.610], [-0.180, -0.566, 3.692], [-1.121, 0.941, 4.382], [-2.501, 1.067, 4.462], [-3.050, 2.175, 5.095], [-2.336, 3.164, 5.635], [-1.007, 3.039, 5.553], [-0.367, 1.968, 4.949], [-3.162, 0.317, 4.051], [-4.130, 2.270, 5.169], [-0.423, 3.843, 5.991], [0.714, 1.919, 4.921]],
  "lowdin_charge": [0.600, -0.049, -0.265, -0.025, -0.047, -0.396, -0.073, -0.031, 0.960, -0.535, -0.273, -0.065, -0.019, -0.162, -0.030, -0.072, -0.059, -0.016, -0.116, -0.139, -0.215, -0.167, -0.072, -0.053, -0.062, -0.030, -0.174, -0.045, -0.063, -0.272, 1.011, -0.484, -0.360, -0.064, -0.033, -0.268, -0.051, -0.033, -0.069, 0.085, 0.080, 0.075, 0.118, 0.107, 0.109, 0.114, 0.109, 0.124, 0.114, 0.104, 0.108, 0.122, 0.087, 0.112, 0.106, 0.114, 0.125, 0.114, 0.108, 0.115, 0.079, 0.074, 0.083, 0.114, 0.108, -0.056, -0.058, -0.005, -0.221, 0.082, -0.109, -0.217, -0.032, -0.083, -0.075, -0.137, -0.282, 0.104, 0.109, 0.106, 0.084, 0.102, 0.101, 0.106, 0.049, 0.818, -0.633, -0.121, -0.159, 0.051, -0.164, -0.131, 0.084, 0.102, 0.100, 0.091],
  "homo_lumo_gap_ha": 0.2422,
  "e_lumo_ev": -0.389
}

{
  "formula": "C50H40BrFNOP2PdS4Sb",
  "method": "wB97M-V/def2-TZVPD",
  "species": ["Pd", "C", "C", "C", "C", "C", "C", "C", "C", "P", "C", "C", "C", "C", "C", "C", "C", "C", "C", "C", "C", "C", "C", "O", "C", "C", "C", "C", "C", "C", "P", "C", "C", "C", "C", "C", "C", "C", "C", "C", "C", "C", "C", "H", "H", "H", "H", "H", "H", "H", "H", "H", "H", "H", "H", "H", "H", "H", "H", "H", "H", "H", "H", "H", "H", "H", "H", "H", "H", "H", "H", "H", "H", "H", "H", "S", "Sb", "S", "S", "S", "F", "C", "C", "C", "C", "C", "C", "H", "H", "H", "H", "Br", "C", "C", "C", "C", "N", "C", "H", "H", "H", "H"],
  "positions_angstrom": [[0.685, 0.697, 0.432], [6.666, 4.554, 1.079], [5.885, 3.993, -0.123], [6.612, 4.362, -1.428], [5.801, 2.476, -0.004], [6.942, 1.693, 0.151], [6.869, 0.316, 0.271], [5.636, -0.321, 0.229], [4.475, 0.420, 0.046], [2.833, -0.350, -0.111], [2.710, -0.732, -1.883], [3.777, -1.253, -2.614], [3.628, -1.524, -3.964], [2.413, -1.280, -4.596], [1.344, -0.774, -3.877], [1.491, -0.502, -2.525], [3.103, -1.922, 0.742], [3.361, -1.873, 2.112], [3.528, -3.045, 2.829], [3.424, -4.272, 2.188], [3.145, -4.324, 0.830], [2.985, -3.153, 0.102], [4.587, 1.808, -0.059], [3.398, 2.450, -0.221], [3.349, 3.804, -0.138], [2.062, 4.334, -0.073], [1.906, 5.715, -0.075], [3.021, 6.536, -0.114], [4.290, 5.976, -0.127], [4.487, 4.599, -0.129], [0.648, 3.202, 0.010], [-0.380, 3.955, 1.303], [0.237, 4.422, 2.464], [-0.519, 4.860, 3.539], [-1.905, 4.852, 3.467], [-2.528, 4.399, 2.314], [-1.774, 3.947, 1.242], [-0.147, 3.529, -1.593], [0.391, 2.821, -2.670], [-0.123, 2.972, -3.947], [-1.191, 3.833, -4.163], [-1.712, 4.562, -3.105], [-1.187, 4.423, -1.826], [7.680, 4.151, 1.105], [6.170, 4.296, 2.016], [6.746, 5.639, 1.019], [7.619, 3.941, -1.437], [6.697, 5.445, -1.527], [6.072, 3.977, -2.294], [7.912, 2.175, 0.185], [7.773, -0.264, 0.404], [5.573, -1.395, 0.345], [4.727, -1.448, -2.130], [4.458, -1.933, -4.525], [2.299, -1.507, -5.648], [0.379, -0.628, -4.344], [0.652, -0.095, -1.956], [3.413, -0.918, 2.623], [3.724, -3.000, 3.894], [3.543, -5.189, 2.752], [3.037, -5.279, 0.331], [2.727, -3.207, -0.949], [0.912, 6.144, -0.033], [2.904, 7.612, -0.120], [5.152, 6.632, -0.139], [1.317, 4.432, 2.537], [-0.022, 5.203, 4.437], [-2.495, 5.199, 4.305], [-3.609, 4.391, 2.245], [-2.279, 3.583, 0.357], [1.219, 2.138, -2.507], [0.303, 2.405, -4.766], [-1.614, 3.937, -5.154], [-2.536, 5.246, -3.271], [-1.599, 5.014, -1.018], [0.194, -4.012, -2.591], [-1.620, -3.352, -1.202], [-1.965, -1.931, -2.955], [-0.201, -1.853, 0.402], [-0.113, -2.905, 2.048], [1.990, 1.369, 6.502], [1.660, 1.199, 5.200], [2.408, 1.842, 4.233], [2.051, 1.663, 2.903], [0.969, 0.861, 2.528], [0.263, 0.217, 3.536], [0.598, 0.384, 4.879], [3.248, 2.461, 4.526], [2.644, 2.161, 2.140], [-0.542, -0.466, 3.298], [0.056, -0.121, 5.668], [-4.209, 1.244, -2.939], [-3.502, 1.023, -1.211], [-4.329, 0.916, -0.113], [-3.745, 0.828, 1.142], [-2.370, 0.871, 1.247], [-1.571, 0.950, 0.177], [-2.123, 1.000, -1.036], [-5.404, 0.915, -0.234], [-4.352, 0.756, 2.034], [-1.878, 0.878, 2.207], [-1.464, 1.067, -1.890]],
  "lowdin_charge": [0.494, -0.019, -0.426, -0.012, -0.090, -0.018, -0.057, -0.071, -0.242, 1.049, -0.351, -0.082, -0.070, -0.073, -0.117, -0.161, -0.416, -0.112, -0.085, -0.089, -0.078, -0.113, -0.192, -0.037, -0.197, -0.260, -0.067, -0.058, -0.015, -0.087, 1.095, -0.343, -0.093, -0.066, -0.078, -0.075, -0.119, -0.356, -0.113, -0.065, -0.080, -0.075, -0.087, 0.080, 0.099, 0.080, 0.085, 0.084, 0.099, 0.114, 0.108, 0.111, 0.104, 0.105, 0.108, 0.080, 0.041, 0.105, 0.107, 0.104, 0.109, 0.073, 0.116, 0.107, 0.115, 0.104, 0.108, 0.104, 0.107, 0.088, 0.088, 0.108, 0.107, 0.108, 0.097, -0.151, 0.308, -0.192, -0.151, 0.101, 0.042, -0.294, -0.023, -0.162, -0.241, -0.156, -0.011, 0.116, 0.074, 0.035, 0.118, 0.766, -0.676, -0.091, -0.036, -0.147, -0.049, -0.225, 0.110, 0.115, 0.096, 0.078],
  "homo_lumo_gap_ha": [0.2629, 0.2258],
  "s_squared": 6.023,
  "spin_multiplicity": 5,
  "e_lumo_ev": [0.179, -1.145]
}

no.,calculated total energy (Eh)
1,-5513.7693
2,-7376.8182